Here is a structure of composition C45H48BaN11SSi in a non-equilibrium geometry from the OMol25 dataset. Energies are from the ωB97M-V functional and the def2-TZVPD basis.

Computed properties:
E_LUMO (Eh): 0.0317
Frontier orbital gap (eV): 4.2
E_tot (a.u.): -3059.2241
Relative energy (zero: lowest compared OMol25 entry of this formula, charge and spin) (kcal per mole): 22.9
Charge: -1
Largest force on an atom (eV/A): 2.9
HOMO energy (hartree): -0.12361
2S+1: 1

XYZ file:
```
107
Properties=species:S:1:pos:R:3:mulliken_charge:R:1
Ba 0.478 0.173 0.914 1.32
S -0.412 0.620 -2.945 -0.36
Si -0.024 -3.210 -0.112 -0.81
N 2.734 1.463 -0.113 0.59
N 1.808 3.234 -1.527 -0.47
N -2.583 1.971 -2.257 -0.15
N 4.524 0.149 0.920 -0.54
N -0.906 0.785 2.985 -0.26
N 0.073 2.566 -0.047 1.32
N -2.335 -0.097 -1.277 0.46
N -3.315 0.134 -0.306 -0.69
N 0.958 -0.551 3.903 -0.38
N 2.606 -0.005 2.281 0.70
N -1.825 2.445 1.389 -0.45
C -1.198 -5.464 1.525 -1.76
C 3.404 -2.434 4.905 -0.40
C -0.395 4.413 -1.259 0.55
C -2.587 5.049 -0.427 -1.00
C -0.933 2.033 2.378 -1.64
C 2.549 3.692 3.990 -0.86
C -0.862 -5.449 -1.942 -2.00
C 0.227 2.791 2.781 2.25
C 3.279 -1.543 3.859 0.65
C 4.100 2.493 -1.700 -0.33
C 4.618 -3.100 5.039 -0.69
C -2.549 6.141 -1.282 -0.68
C 4.883 1.613 -0.975 0.09
C 4.633 3.247 -2.728 0.07
C 6.228 1.442 -1.238 -0.05
C -0.353 5.512 -2.103 -0.56
C 0.331 0.667 3.567 -1.31
C 5.671 -2.863 4.158 -0.60
C -1.512 4.174 -0.444 0.90
C -0.487 -3.963 -1.890 2.61
C -1.857 0.846 -2.127 0.18
C -1.172 3.001 0.375 -0.91
C -1.446 6.368 -2.112 -0.56
C -1.641 -3.168 -2.523 -1.81
C -2.762 -3.770 0.642 -2.07
C 1.012 1.933 3.549 1.70
C 0.698 -3.754 -2.846 -2.12
C 5.983 3.078 -3.011 -0.66
C 3.838 -0.321 1.968 -0.60
C 1.754 4.568 3.201 -0.76
C 2.191 2.384 4.172 -0.62
C 2.017 -5.455 -0.042 -2.02
C -1.337 -3.981 1.167 2.85
C 2.736 2.416 -1.116 -0.55
C -1.271 -3.171 2.471 -2.10
C 0.603 4.137 2.599 -0.39
C 2.169 -0.668 3.418 -0.50
C 4.340 -1.296 2.978 0.26
C 5.546 -1.954 3.111 -0.27
C 6.771 2.189 -2.278 -0.66
C 1.744 -3.998 0.341 2.89
C 3.993 0.999 0.042 -0.63
C 0.576 3.337 -0.969 -0.81
C 1.968 -3.880 1.848 -1.70
C 2.833 -3.125 -0.302 -1.71
H -2.012 -5.769 2.199 0.52
H -1.443 7.233 -2.763 0.42
H 0.512 5.691 -2.728 0.56
H -1.306 -2.172 -2.821 0.10
H -1.668 -0.842 -1.086 -0.59
H 6.601 -3.401 4.287 0.40
H 7.819 2.081 -2.527 0.40
H -2.279 2.629 -2.954 0.24
H -3.511 2.053 -1.881 0.24
H -2.996 -4.395 -0.220 0.32
H -0.263 -5.685 2.042 0.29
H 1.754 -2.869 2.200 -0.26
H -1.547 -2.125 2.307 0.22
H 2.801 1.716 4.768 0.51
H -3.483 -4.024 1.433 0.57
H -3.377 6.839 -1.303 0.44
H -3.064 0.902 0.317 0.30
H -3.427 4.877 0.235 0.50
H -1.831 -5.644 -1.480 0.29
H -0.938 -5.777 -2.988 0.57
H 1.550 -4.393 -2.613 0.34
H 2.994 -5.770 0.351 0.53
H 1.346 -4.558 2.432 0.26
H -2.947 -2.728 0.365 0.23
H -1.979 -3.676 -3.438 0.53
H 4.750 -3.820 5.837 0.42
H -4.220 0.290 -0.730 0.24
H 0.388 -3.991 -3.873 0.56
H -0.294 -3.172 2.952 0.33
H 4.016 3.937 -3.288 0.55
H -2.511 -3.052 -1.878 0.30
H 1.038 -2.715 -2.840 0.19
H -1.990 -3.573 3.201 0.53
H 6.356 -1.770 2.417 0.55
H 3.017 -4.098 2.096 0.66
H 2.046 -5.611 -1.121 0.32
H 3.830 -3.476 0.001 0.51
H -0.132 -6.093 -1.451 0.23
H 6.436 3.643 -3.816 0.40
H 2.575 -2.618 5.576 0.50
H 0.006 4.808 1.993 0.49
H 2.750 -2.082 0.022 0.13
H 1.268 -6.136 0.365 0.30
H 3.452 4.076 4.448 0.39
H 2.076 5.594 3.075 0.41
H -1.245 -6.112 0.648 0.21
H 2.800 -3.121 -1.391 0.37
H 6.821 0.752 -0.654 0.58
```